A structure of composition C40H46CdP2Si at a distorted geometry. Source: the Open Molecules 2025 dataset; level of theory: ωB97M-V/def2-TZVPD.

CARTESIAN COORDINATES (ANGSTROEM)
Cd -2.345 1.303 -0.212
P -6.797 0.220 -5.168
P -8.335 -1.631 -3.115
Si 2.349 1.719 2.213
C 1.073 -1.447 -2.961
C -10.524 -3.356 -2.407
C 3.491 3.263 2.068
C -2.186 0.581 -5.375
C -7.483 0.824 -6.793
C 2.500 1.270 4.012
C -7.069 -3.328 0.380
C -12.572 -3.535 -3.696
C -2.809 -0.040 -4.283
C -6.430 -4.507 -0.026
C -4.347 1.044 -6.370
C -10.849 -1.965 -4.362
C -7.491 0.022 -7.933
C -0.455 1.625 0.862
C 0.496 -2.798 -3.288
C -3.966 0.486 0.936
C -4.201 -0.132 -4.248
C 3.449 0.413 1.375
C 2.615 -2.140 -1.083
C 0.534 -3.427 -0.311
C -11.780 -3.943 -2.615
C -12.105 -2.542 -4.570
C 0.652 1.603 1.457
C -8.077 2.099 -6.855
C -0.616 -3.327 -0.973
C -7.701 -2.333 -4.677
C -6.887 -3.955 -2.339
C -8.635 1.738 -9.190
C 1.940 -3.520 -0.827
C -2.950 1.117 -6.417
C -4.973 0.390 -5.305
C -8.641 2.558 -8.050
C -0.760 -3.231 -2.475
C -10.036 -2.389 -3.292
C -6.903 -1.571 -5.467
C 1.926 -1.156 -1.973
C -7.616 -2.465 -0.564
C -6.340 -4.820 -1.389
C -7.552 -2.799 -1.936
C -8.064 0.466 -9.126
H -8.069 -0.189 -10.003
H 3.637 -2.293 -1.480
H 1.960 -4.134 -1.725
H 4.335 3.136 2.770
H 0.486 -3.577 0.766
H -3.723 0.695 1.995
H 2.565 -4.014 -0.061
H 3.947 3.340 1.071
H -7.157 -3.087 1.445
H -2.456 1.583 -7.269
H -12.124 -4.735 -1.946
H -12.707 -2.230 -5.427
H 3.459 1.590 4.430
H -8.036 -3.359 -4.924
H -9.092 2.089 -10.126
H 1.284 -3.555 -3.201
H -4.968 0.869 0.682
H 0.790 -0.695 -3.714
H -8.089 2.722 -5.955
H -5.861 -5.736 -1.729
H 4.506 0.560 1.679
H 2.761 -1.674 -0.088
H -1.599 -2.543 -2.688
H -2.205 -0.458 -3.473
H -1.094 0.631 -5.412
H -1.058 -4.212 -2.879
H 3.406 0.455 0.277
H 0.195 -2.776 -4.360
H -6.796 -4.187 -3.401
H 3.160 -0.597 1.700
H -4.694 -0.624 -3.397
H -6.338 -2.006 -6.304
H 2.456 0.181 4.086
H -4.944 1.485 -7.174
H 1.721 1.665 4.660
H -9.904 -3.675 -1.567
H -1.572 -3.347 -0.412
H -6.019 -5.194 0.712
H -10.480 -1.196 -5.047
H 3.049 4.245 2.288
H -3.898 -0.605 0.768
H 2.242 -0.126 -1.795
H -9.093 3.549 -8.094
H -13.538 -4.009 -3.881
H -7.046 -0.977 -7.876
H -8.101 -1.531 -0.266

Computed properties:
charge = 0
molecular weight = 729.25 g mol⁻¹
E_tot = -73240.7478 eV
ΔE to the lowest compared entry with this formula, charge and spin = 0.00 kcal per mole
gap between HOMO and LUMO = 7.13 eV
strongest force on any atom = 0.054 hartree/bohr

=====

A cluster of 2 separate species, C40H46Cl2F2IN2O4 in total at a distorted geometry. Source: the Open Molecules 2025 dataset; level of theory: ωB97M-V/def2-TZVPD.

CARTESIAN COORDINATES (ANGSTROEM)
I -4.357 -0.779 2.283
Cl -3.062 -6.128 2.033
Cl -0.644 -5.062 2.925
F -2.916 1.879 4.192
F 1.525 6.068 -3.911
O 1.227 -3.997 -0.989
O -0.207 0.630 2.457
O 1.026 -1.548 2.866
O -2.110 -1.055 0.395
N -0.297 -1.740 2.745
N 1.796 -3.578 4.629
C -0.627 3.456 -2.705
C -2.346 1.266 1.192
C -4.010 -3.953 0.573
C -1.673 2.194 -2.879
C 2.070 3.290 4.180
C 5.487 1.130 1.952
C -0.370 6.392 -5.277
C -0.110 6.324 -7.678
C -1.143 -0.447 2.803
C -1.411 -8.020 -3.776
C 2.888 1.376 2.542
C -1.315 0.778 -2.101
C -2.344 2.649 0.885
C -2.283 -0.352 1.634
C -0.035 -3.907 -1.397
C 0.311 1.432 3.531
C 1.012 1.835 -0.970
C 0.712 3.251 -1.772
C -0.601 -2.631 1.524
C 1.256 6.076 -7.528
C 4.403 3.522 1.672
C 4.328 2.157 2.582
C -0.094 -6.698 -1.679
C -0.869 -1.771 0.182
C -1.655 -3.724 2.028
C -2.540 0.706 4.982
C -0.479 -8.137 -2.395
C 1.811 5.994 -6.251
C -0.030 0.535 -1.129
C 1.576 -2.552 3.833
C -0.594 -5.219 -2.274
C -1.691 -0.469 4.339
C -1.922 -6.543 -4.372
C -0.923 6.485 -6.554
C 0.993 6.151 -5.137
C -2.574 -4.587 1.036
C 1.594 2.310 2.913
C -1.085 -2.677 -1.212
C 0.409 -0.817 -0.324
C -1.519 -5.102 -3.625
H -3.934 -2.908 0.025
H -3.554 0.253 5.423
H -1.967 1.115 5.947
H 1.886 5.947 -8.404
H -0.396 2.227 4.014
H 5.228 0.832 0.840
H 5.555 3.668 1.396
H -2.076 -5.039 0.079
H 4.644 2.308 3.713
H 3.841 3.453 0.638
H -2.319 -1.480 4.452
H -2.553 -6.592 -5.366
H -0.922 -1.968 -2.160
H -2.373 -3.230 2.845
H 2.770 0.869 1.487
H 1.463 4.148 -1.687
H -4.570 -4.699 -0.155
H -2.292 3.743 0.442
H 6.518 1.715 1.914
H -0.988 6.506 -4.393
H -0.087 -9.175 -1.967
H 2.581 4.279 3.821
H 1.228 3.017 2.043
H -0.733 -0.666 5.028
H 5.675 0.195 2.654
H 2.872 5.810 -6.115
H 1.992 1.788 -0.330
H -1.985 6.682 -6.673
H 1.122 -0.483 0.534
H 2.757 2.623 4.883
H -4.748 -3.796 1.496
H -1.870 -4.056 -4.050
H 4.116 4.510 2.277
H 1.147 3.605 4.862
H -0.528 -2.351 3.587
H 0.436 -3.202 1.354
H -2.668 2.232 -3.531
H -1.662 -9.040 -4.314
H -2.172 -3.092 -1.321
H -0.542 6.392 -8.674
H 1.115 -1.404 -1.090
H -2.081 -0.120 -2.249
H 0.600 -6.747 -0.713
H 2.942 0.472 3.322
H -0.851 4.461 -3.281
H 0.794 0.803 4.424

Computed properties:
charge = +1
molecular weight = 854.62 g mol⁻¹
E_tot = -91934.8332 eV
gap between HOMO and LUMO = 6.39 eV
strongest force on any atom = 0.237 hartree/bohr

=====

A cluster of 6 separate species, C40H46ClF21N5O16S in total at a distorted geometry. Source: the Open Molecules 2025 dataset; level of theory: ωB97M-V/def2-TZVPD.

CARTESIAN COORDINATES (ANGSTROEM)
Cl 5.376 1.384 -2.152
S 5.209 -0.006 -3.687
F -0.945 -2.099 1.178
F -0.027 -9.269 0.573
F 1.172 0.299 -7.485
F -1.243 -1.475 -1.485
F -1.219 -10.513 1.881
F 6.708 14.170 2.612
F 0.050 -0.790 -5.990
F 5.264 15.176 3.864
F 0.793 -2.965 -0.023
F -6.081 -1.997 5.358
F 7.107 14.440 4.722
F 2.534 -0.703 0.809
F 1.661 -2.122 2.377
F -0.857 0.441 -0.297
F 2.163 -1.171 -6.245
F -7.087 -3.867 5.751
F -8.799 -9.976 0.990
F -7.230 -2.960 3.797
F -8.074 -9.385 2.935
F -2.104 -8.786 0.934
F -6.789 -9.211 1.203
O -4.619 -4.868 4.972
O 4.025 -0.906 -3.448
O 1.292 -1.479 -2.517
O 6.454 -0.854 -3.668
O 1.609 1.108 2.558
O -8.020 -6.775 2.282
O 4.391 12.667 4.664
O -0.576 -1.893 -8.364
O 0.352 -9.016 3.471
O 1.490 -2.807 -8.378
O 6.277 11.786 3.784
O -0.510 0.264 2.810
O -4.639 -3.423 3.235
O -0.953 -7.250 2.937
O -9.310 -7.293 0.499
O 3.804 7.585 1.821
N 2.309 2.930 -2.824
N 2.528 5.674 2.288
N 2.598 3.869 -0.471
N 1.750 1.649 -0.942
N 1.497 0.881 -2.038
C -0.837 6.523 0.187
C 0.705 -1.998 -7.954
C 4.830 10.008 2.981
C -3.739 -5.275 1.947
C 0.234 -1.723 0.437
C -0.992 -2.825 -9.378
C 0.295 4.365 2.051
C 4.160 2.112 -5.398
C 3.487 6.417 1.437
C -0.560 -8.368 2.716
C 2.630 1.875 -5.821
C -1.707 5.252 0.527
C 1.022 -0.922 -6.919
C -0.086 -8.386 5.775
C 6.131 14.147 3.834
C -6.380 -3.201 4.821
C 0.796 0.167 2.291
C -8.378 -5.392 2.133
C -8.563 -7.627 1.385
C 0.944 -0.466 -1.849
C 3.156 5.174 -0.940
C -8.062 -9.048 1.628
C 0.866 -8.290 4.600
C 1.169 5.632 1.704
C 2.259 2.934 -1.367
C -5.128 -3.953 4.378
C 5.072 0.789 -5.387
C 5.785 10.465 4.065
C 1.317 -1.086 1.431
C -1.139 4.152 1.493
C -0.981 -9.232 1.530
C -0.230 -0.754 -0.752
C 0.595 6.735 0.753
C -3.430 -4.017 2.734
C 5.468 12.807 4.142
C 4.178 5.865 0.099
C -1.363 -4.158 -8.760
C -9.722 -5.115 2.776
C 1.736 1.083 -4.737
C 1.857 1.625 -3.245
H -4.183 -6.041 2.587
H 3.764 4.940 -1.898
H 5.323 10.424 5.055
H 4.815 0.022 -6.206
H 0.630 1.242 -5.049
H -8.365 -5.097 1.080
H 2.652 1.237 -6.780
H 4.604 6.790 -0.449
H -0.733 1.200 3.030
H 5.094 5.186 0.311
H 3.937 10.639 2.951
H 2.127 2.867 -6.147
H -1.777 3.221 1.737
H 4.615 2.815 -6.201
H 1.643 1.481 0.068
H 1.890 -0.045 -4.714
H -0.497 -4.627 -8.286
H -2.725 -4.212 3.546
H 1.187 7.661 0.454
H -0.299 -9.432 6.013
H -1.044 -7.910 5.548
H -2.831 -5.683 1.499
H 0.722 3.538 2.733
H 6.656 9.805 4.089
H -9.958 -4.050 2.733
H -1.868 -2.389 -9.864
H 4.313 2.644 -4.398
H -10.520 -5.667 2.272
H -7.605 -4.812 2.638
H -1.754 -4.839 -9.518
H -0.220 -2.936 -10.145
H -2.736 5.199 0.026
H -1.272 7.325 -0.496
H 0.339 -7.902 6.657
H 2.351 5.927 -1.268
H 1.074 -7.250 4.332
H 5.302 10.078 1.997
H 2.909 4.728 2.446
H -4.462 -5.064 1.154
H -2.966 -3.279 2.075
H -2.118 -4.023 -7.981
H 1.820 -8.752 4.862
H -9.722 -5.437 3.820
H 2.497 3.614 0.527
H 4.518 8.979 3.151
H 6.153 1.135 -5.628

Computed properties:
charge = +1
molecular weight = 1319.31 g mol⁻¹
E_tot = -162845.3799 eV
gap between HOMO and LUMO = 6.66 eV
strongest force on any atom = 0.145 hartree/bohr

=====

A structure of composition C40H46N8O2RuSe at a distorted geometry. Source: the Open Molecules 2025 dataset; level of theory: ωB97M-V/def2-TZVPD.

CARTESIAN COORDINATES (ANGSTROEM)
Ru -0.016 2.069 -0.162
Se -1.224 -1.162 0.213
O -2.571 1.622 1.327
O -2.825 0.150 -4.401
N 2.153 1.228 0.554
N 1.628 3.817 -0.397
N 0.460 0.835 -2.114
N 0.390 2.904 1.979
N -1.923 1.079 -6.253
N -1.002 4.014 -1.326
N -0.230 -3.057 2.142
N 0.477 -3.459 0.089
C 0.994 -4.955 3.281
C 1.816 0.536 -4.058
C -1.787 6.538 -2.179
C 0.590 -4.164 2.211
C -0.450 6.172 -2.185
C 0.947 4.071 4.423
C -2.288 4.361 -1.342
C 1.884 -5.492 0.621
C -2.207 -3.420 3.571
C 2.999 3.298 -0.381
C 0.023 2.312 3.113
C 0.697 0.553 -4.878
C -1.983 1.569 0.351
C -0.095 4.907 -1.741
C 2.287 0.125 1.286
C 0.273 2.859 4.358
C 1.054 4.061 2.029
C -0.998 -2.534 3.249
C -0.550 0.707 -4.283
C -4.004 -2.145 2.277
C -1.881 0.620 -4.999
C 3.435 -0.170 2.000
C 1.386 4.740 0.723
C 2.268 -6.276 1.689
C 0.524 -3.438 -1.354
C -2.983 -4.807 -2.362
C -0.287 -2.655 0.857
C -2.724 5.612 -1.750
C -0.522 -4.374 -1.971
C 1.349 4.676 3.242
C 3.163 2.102 0.515
C -0.617 0.833 -2.898
C 1.838 -6.008 2.995
C 1.656 0.679 -2.690
C 4.353 1.880 1.202
C 1.037 -4.424 0.898
C -3.269 -3.460 2.474
C -1.951 -4.018 -1.579
C 1.349 4.486 -1.673
C 4.493 0.726 1.954
H 2.800 0.390 -4.471
H -1.856 -4.435 3.760
H 1.438 -0.548 1.279
H 0.311 6.858 -2.522
H -2.912 -4.596 -3.425
H 1.554 3.786 -2.493
H -1.598 0.880 -2.428
H -1.149 1.515 -6.721
H 5.406 0.529 2.494
H 1.995 5.365 -1.802
H -4.419 -1.791 3.217
H -0.311 -5.405 -1.677
H 1.868 5.621 3.261
H 1.155 4.538 5.371
H 3.708 4.085 -0.090
H 1.529 -3.729 -1.670
H 3.267 2.979 -1.395
H 0.662 -4.765 4.289
H 3.502 -1.080 2.575
H 2.246 5.408 0.858
H -3.343 -1.366 1.883
H -2.840 -5.876 -2.221
H -3.984 -4.557 -2.026
H 2.172 -6.647 3.797
H -3.773 5.854 -1.725
H -2.082 7.528 -2.490
H -2.122 -2.946 -1.748
H 2.912 -7.123 1.517
H -1.320 -1.522 2.989
H 5.156 2.595 1.144
H 0.520 5.368 0.475
H 0.802 0.408 -5.943
H -4.815 -2.271 1.565
H 2.224 -5.704 -0.379
H -2.823 -3.783 1.528
H 0.335 -2.410 -1.683
H -4.000 -4.222 2.749
H -2.999 3.614 -1.014
H -0.512 1.375 3.018
H -0.416 -4.314 -3.054
H -2.096 -4.199 -0.509
H 2.514 0.626 -2.032
H -0.340 -2.484 4.119
H -2.796 1.012 -6.757
H -2.654 -3.042 4.490
H -0.055 2.356 5.254

Computed properties:
charge = +3
molecular weight = 850.89 g mol⁻¹
E_tot = -126148.5963 eV
multiplicity = 2
ΔE to the lowest compared entry with this formula, charge and spin = 18.75 kcal per mole
gap between HOMO and LUMO (alpha / beta) = 7.14 / 5.82 eV
strongest force on any atom = 0.067 hartree/bohr